# C24H45F5OP2ScTe

A structure of composition C24H45F5OP2ScTe in a non-equilibrium geometry (ωB97M-V/def2-TZVPD, the OMol25 dataset).

ORCA input file:
```
! wB97M-V def2-TZVPD RIJCOSX def2/J DEFGRID3
* xyz 1 1
Sc -0.32511 0.40192 0.34891
C 0.46563 0.14125 2.47011
C 1.66493 0.19528 1.59981
C 0.46537 2.23616 1.34181
C -0.21502 1.42462 2.35828
C 1.65232 1.50666 0.87587
C 0.28014 -0.87006 3.58068
H 0.62538 -1.89287 3.32544
H -0.76828 -0.98010 3.91507
H 0.85463 -0.57558 4.48764
C -1.25291 1.93041 3.27809
H -1.64648 1.18229 3.98487
H -2.13091 2.36216 2.76487
H -0.85773 2.75362 3.90171
C 0.17835 3.66949 1.03803
H 0.80216 4.34970 1.65554
H -0.86793 3.94966 1.23929
H 0.36178 3.96621 -0.01590
C 2.83880 2.27055 0.35963
H 3.38205 2.72049 1.21795
H 2.55844 3.13410 -0.27467
H 3.61723 1.72336 -0.21026
C 2.87332 -0.50817 2.04211
H 3.18541 -0.10425 3.03011
H 3.75849 -0.37624 1.40277
H 2.73454 -1.59316 2.22533
C 0.79605 -2.78721 -1.48100
C 1.43991 -3.00641 -0.30399
C 2.66978 -3.84916 -0.20187
C 3.91070 -3.11817 -0.76982
C 3.61168 -1.75303 -1.33400
C 2.99936 -1.59961 -2.52203
C 2.51079 -2.75486 -3.33977
C 1.22990 -3.40747 -2.77066
H 2.52399 -4.80233 -0.73295
H 4.32764 -3.74760 -1.57301
H 2.83555 -4.13777 0.85606
H 1.38917 -4.48784 -2.64506
H -0.04957 -2.10987 -1.62554
H 1.16358 -2.56616 0.65980
H 0.40640 -3.32420 -3.50620
H 2.38295 -2.45103 -4.39268
H 3.04521 -0.63567 -3.04949
H 3.29559 -3.52537 -3.39269
H 4.73569 -3.08781 -0.03874
H 4.13720 -0.88981 -0.89168
P -2.29518 -1.07569 0.87581
C -3.30234 -0.43605 2.25147
H -4.21460 -1.04641 2.30178
H -3.62572 0.60758 2.13848
H -2.79786 -0.53159 3.22440
C -3.57038 -1.31689 -0.38331
H -4.43188 -1.81686 0.09300
H -3.23338 -1.96190 -1.21084
H -3.93161 -0.37095 -0.81318
C -2.14460 -2.76689 1.52125
H -1.81306 -3.48746 0.76046
H -3.14312 -3.09289 1.86116
H -1.46343 -2.84885 2.38597
P -0.33887 1.23487 -2.01667
C 1.04448 2.31930 -2.51452
H 1.05527 2.34493 -3.61578
H 2.04877 2.05655 -2.16868
H 0.88833 3.36328 -2.16887
C -0.98411 0.29916 -3.42981
H -0.21103 -0.28011 -3.95030
H -1.38598 0.99748 -4.18607
H -1.81549 -0.38455 -3.16559
C -1.46699 2.61542 -2.35985
H -1.23477 3.02638 -3.35550
H -1.37666 3.43662 -1.64080
H -2.51259 2.30222 -2.38159
F -3.96444 3.23221 2.41225
Te -3.84731 3.08687 0.43651
F -5.02808 1.51019 0.47464
F -4.17846 3.20517 -1.49057
F -5.43986 4.22345 0.56794
F -2.77514 4.75275 0.36345
O -2.10608 1.82654 0.29557
*
```

Calculated values
HOMO energy (eV): -11.53
Lowest unoccupied orbital energy (eV): -5.80
Kohn-Sham gap (eV): 5.7